[1]
{
  "formula": "C2H15NO4",
  "method": "ωB97M-V with the def2-TZVPD basis set",
  "elements": ["C", "C", "N", "H", "H", "H", "H", "H", "H", "H", "O", "H", "H", "O", "H", "H", "O", "H", "H", "O", "H", "H"],
  "coordinates": [[-1.024258, 1.440777, 1.371668], [-0.333168, 0.746780, 0.094801], [-0.897279, -0.625300, -0.104828], [-1.181799, 2.497833, 1.166077], [-2.093759, 1.127194, 1.332165], [-0.436246, 1.164813, 2.249841], [-0.524849, 1.469233, -0.717777], [0.754267, 0.587858, 0.097304], [-0.217331, -1.058555, -0.731774], [-1.813889, -0.590732, -0.532146], [3.692506, -5.976316, 1.085025], [2.963016, -6.584359, 1.254348], [3.708260, -5.511566, 1.933859], [-0.610830, -0.936605, -3.940511], [0.306756, -1.209707, -4.058784], [-0.641646, -0.360959, -3.173198], [-3.707453, 3.397905, -2.557682], [-4.023189, 2.498307, -2.654569], [-2.770973, 3.448305, -2.753875], [3.200070, 1.297741, 3.737368], [3.274202, 2.230994, 3.520799], [2.377592, 0.946358, 3.381888]],
  "forces_ev_per_angstrom": [[0.18, -1.05, -2.20], [-1.43, 0.42, 0.70], [1.21, 1.05, -0.17], [0.89, 0.31, 0.46], [0.88, -0.51, 0.65], [-0.75, 0.35, 0.20], [0.00, -0.50, -0.22], [-0.26, 0.45, 0.66], [-0.78, -0.43, 0.03], [0.06, -0.09, -0.14], [-0.38, 0.00, 0.68], [0.04, -0.18, -0.40], [0.34, 0.18, -0.28], [-0.04, -0.15, -0.20], [-0.15, 0.15, 0.15], [0.19, 0.02, 0.08], [-0.37, 0.52, 0.24], [0.34, -0.15, -0.14], [0.04, -0.38, -0.11], [0.26, -0.29, 0.20], [-0.32, -0.09, -0.14], [0.06, 0.37, -0.06]],
  "nbo_charge": [-0.626, -0.219, -0.835, 0.210, 0.214, 0.212, 0.151, 0.186, 0.352, 0.354, -0.928, 0.464, 0.464, -0.940, 0.473, 0.467, -0.946, 0.474, 0.472, -0.945, 0.473, 0.472],
  "de_lowest_kcal_mol": 39.5,
  "e_tot_ev": -11996.439,
  "e_lumo_ev": 0.2
}

---

[2]
{
  "formula": "C4H9P",
  "method": "ωB97M-V with the def2-TZVPD basis set",
  "elements": ["C", "C", "C", "C", "P", "H", "H", "H", "H", "H", "H", "H", "H", "H"],
  "coordinates": [[-0.697972, -0.915390, 1.322306], [-1.590781, -0.184521, -1.287859], [1.415110, -0.605707, -0.594398], [-0.055189, 1.642305, 0.310243], [-0.241420, -0.162671, -0.161882], [-1.177206, -1.950752, 1.278326], [-1.299966, -0.295187, 2.000119], [-1.540951, -1.103996, -1.969595], [2.038829, -0.799777, 0.361804], [2.040801, 0.121750, -1.080521], [1.373501, -1.426264, -1.389333], [-0.536522, 2.100977, -0.506730], [0.907243, 1.958286, 0.528761], [-0.635482, 1.620950, 1.188765]],
  "forces_ev_per_angstrom": [[-2.20, -1.92, 0.28], [0.72, -1.19, 0.05], [1.95, -2.09, -0.24], [-1.20, -2.97, -0.50], [0.06, 2.71, -0.50], [1.12, 1.21, 0.03], [0.36, -0.07, -0.25], [-0.08, 0.84, 0.95], [-1.20, -0.44, -1.51], [-0.38, 0.98, -0.36], [0.34, 0.44, 1.60], [-0.47, 1.15, -0.69], [1.87, 0.52, 0.14], [-0.90, 0.84, 1.03]],
  "nbo_charge": [-0.792, -0.697, -1.033, -0.903, 1.359, 0.224, 0.215, 0.151, 0.264, 0.256, 0.253, 0.250, 0.225, 0.227],
  "de_lowest_kcal_mol": 99.4,
  "e_tot_ev": -13576.988,
  "e_lumo_ev": [-0.2, -1.0]
}

---

[3]
{
  "formula": "C19H28FO2V",
  "method": "ωB97M-V with the def2-TZVPD basis set",
  "elements": ["O", "C", "C", "H", "H", "C", "H", "H", "C", "H", "H", "H", "C", "H", "H", "H", "V", "C", "C", "C", "H", "C", "C", "H", "H", "H", "H", "C", "C", "C", "H", "C", "C", "H", "H", "H", "H", "O", "C", "C", "H", "H", "C", "H", "H", "C", "H", "H", "H", "H", "F"],
  "coordinates": [[-0.296396, -0.014615, 0.134694], [0.834305, -0.015132, -0.802095], [0.216185, 1.127333, -1.634748], [0.876017, -1.005031, -1.279103], [1.817537, 0.266758, -0.381269], [-0.916283, 1.071946, -0.609874], [-0.197779, 0.877913, -2.604853], [0.808446, 2.058968, -1.656546], [-2.233020, 0.568510, -1.166007], [-2.136226, -0.432139, -1.615854], [-2.568759, 1.296441, -1.929511], [-3.001771, 0.493964, -0.372225], [-0.972163, 2.434701, 0.049242], [0.068323, 2.755483, 0.246873], [-1.586726, 2.445465, 0.963941], [-1.434553, 3.086127, -0.723871], [0.211147, -0.301278, 2.949514], [0.957234, 1.207918, 4.423708], [2.047585, 0.282178, 4.277687], [2.520757, 0.365539, 2.919844], [2.467169, -0.335844, 5.063589], [1.720451, 1.328623, 2.214504], [0.748200, 1.858013, 3.141055], [0.041066, 2.646400, 2.923756], [0.454670, 1.449856, 5.347601], [3.348205, -0.182389, 2.487706], [1.900522, 1.686018, 1.213664], [-1.329060, -0.671363, 4.610374], [-1.752838, 0.545345, 3.962857], [-2.067271, 0.240379, 2.602478], [-1.910548, 1.512450, 4.436739], [-1.855645, -1.167672, 2.397128], [-1.443300, -1.738814, 3.658242], [-1.271758, -2.796425, 3.849858], [-1.079139, -0.784597, 5.666806], [-2.538930, 0.913280, 1.896944], [-2.050042, -1.709627, 1.476220], [0.507782, -1.248562, -3.203592], [0.036061, -0.455956, -4.330882], [0.458905, -1.090861, -5.654083], [0.468321, 0.562034, -4.298797], [-1.051930, -0.387051, -4.198462], [1.472487, -2.186725, -5.237588], [0.912240, -0.309851, -6.271229], [-0.440080, -1.478296, -6.137478], [1.307505, -2.333270, -3.703708], [2.492252, -1.853671, -5.461914], [1.275615, -3.136263, -5.736047], [2.275876, -2.315829, -3.171380], [0.799962, -3.283885, -3.465947], [1.089403, -1.846490, 2.732031]],
  "forces_ev_per_angstrom": [[1.18, 0.47, 0.86], [0.21, -0.43, -0.43], [-0.15, -0.65, 0.07], [0.20, 0.73, 0.33], [-0.53, -0.29, 0.24], [-0.16, 0.50, -0.34], [0.62, 0.09, 0.16], [-0.40, -0.45, -0.07], [-0.47, 0.37, 0.05], [0.16, 0.43, 0.06], [-0.10, -0.46, 0.32], [0.26, 0.13, -0.37], [-0.43, -0.16, 0.23], [-0.71, 0.13, 0.11], [0.26, 0.28, -0.33], [0.38, -0.07, 0.68], [-0.31, 0.19, 0.12], [0.91, 0.15, -1.13], [-0.39, 0.87, -1.05], [-1.11, 0.87, 0.50], [-0.21, -0.04, -0.23], [-0.17, -0.01, 1.94], [1.14, -0.67, 0.13], [0.04, -0.16, 0.05], [-0.02, -0.10, -0.11], [-0.29, -0.17, 0.10], [-0.24, -0.24, -0.06], [-0.19, -0.35, -0.77], [-0.25, -0.83, -0.87], [0.23, -0.69, 1.01], [0.33, -0.28, -0.16], [0.06, 0.11, 1.42], [-0.50, 0.95, -0.48], [0.23, 0.43, -0.12], [0.03, 0.07, -0.48], [0.45, -0.09, 0.06], [0.27, 0.16, 0.22], [0.11, -0.06, -1.99], [0.04, 0.26, 0.41], [-0.18, -0.22, 0.59], [-0.16, -0.46, 0.26], [0.19, 0.12, -0.26], [0.01, 0.44, 0.34], [-0.12, -0.38, -0.13], [0.34, -0.17, -0.22], [0.01, -0.40, 0.01], [-0.23, -0.20, -0.08], [0.16, 0.13, -0.02], [-0.34, -0.05, -0.26], [0.15, 0.32, 0.02], [-0.30, -0.15, -0.36]],
  "nbo_charge": [-0.580, -0.058, -0.453, 0.238, 0.160, 0.273, 0.233, 0.209, -0.634, 0.235, 0.224, 0.205, -0.625, 0.205, 0.196, 0.240, 1.138, -0.253, -0.230, -0.169, 0.270, -0.232, -0.300, 0.267, 0.262, 0.267, 0.262, -0.279, -0.206, -0.262, 0.257, -0.217, -0.219, 0.276, 0.268, 0.260, 0.277, -0.571, -0.074, -0.435, 0.171, 0.184, -0.433, 0.223, 0.218, -0.069, 0.215, 0.227, 0.180, 0.177, -0.517],
  "s2": 0.8009,
  "charge": 1,
  "multiplicity": 2,
  "e_tot_ev": -52649.657,
  "e_lumo_ev": [-4.3, -3.8]
}